(1)
The following is a DFT calculation (wB97M-V/def2-TZVPD) of a 3-piece molecular cluster, C5H17NO2 overall.

Summary:
highest occupied orbital energy: -8.99 eV
LUMO energy: 0.73 eV
gap between HOMO and LUMO: 9.73 eV

Geometry as ORCA input:
```
! RIJCOSX wB97M-V def2-TZVPD def2/J DEFGRID3
* xyz 0 1
C -1.0825 1.3177 2.8244
C -1.3961 1.3064 1.3248
C -0.6394 0.2366 0.5301
C -1.0660 0.3288 -0.9405
C -0.4244 -0.8011 -1.7564
N -0.2475 -0.4588 -3.1907
H -2.0108 1.0770 3.3774
H -0.7183 2.2481 3.2175
H -0.6561 0.3894 3.2181
H -2.4593 1.2381 1.0672
H -1.1948 2.3239 0.9710
H -0.5925 -0.7228 1.0376
H 0.4346 0.4506 0.6775
H -0.9395 1.3584 -1.2610
H -2.1432 0.1308 -0.9818
H -1.0494 -1.6882 -1.7850
H 0.5608 -1.0942 -1.3998
H -1.0688 -0.0115 -3.5738
H 0.5455 0.1576 -3.2929
O 0.7066 -2.8666 1.9533
H -0.0371 -3.3309 2.3546
H 0.2696 -2.0563 1.6586
O 4.8993 -0.2030 -1.9521
H 4.6265 0.6518 -1.6018
H 5.6825 0.0181 -2.4762
*
```


(2)
The following is a DFT calculation (wB97M-V/def2-TZVPD) of a 3-piece molecular cluster, C5H17NO2 overall.

Summary:
highest occupied orbital energy: -9.56 eV
LUMO energy: 0.79 eV
gap between HOMO and LUMO: 10.35 eV

Geometry as ORCA input:
```
! RIJCOSX wB97M-V def2-TZVPD def2/J DEFGRID3
* xyz 0 1
C 0.3852 1.0665 2.3544
C 0.0329 1.1991 0.8887
C -0.3443 2.6577 0.6127
C -1.1265 0.2511 0.4768
C -1.5083 0.3305 -0.9942
N -0.5566 -0.4487 -1.8327
H 1.0657 1.8448 2.7121
H -0.5300 1.2352 2.9223
H 0.7416 0.0915 2.6865
H 0.8218 0.9173 0.2053
H 0.4851 3.3207 0.7590
H -0.6707 2.7951 -0.4194
H -1.1164 3.0356 1.2878
H -0.7679 -0.7558 0.6800
H -2.0295 0.5287 1.0347
H -2.4511 -0.1970 -1.1266
H -1.5363 1.3514 -1.3521
H -0.5539 -0.1354 -2.7933
H 0.4073 -0.4026 -1.5053
O 0.4087 -3.0355 -1.1181
H 0.0153 -3.3102 -0.2857
H -0.1980 -2.5381 -1.6945
O 2.2842 -1.2677 -0.2989
H 1.5765 -1.8916 -0.6081
H 2.2122 -1.3349 0.6600
*
```


Which structure is the most stable? The one labeled (2).


(1)
The following is a DFT calculation (wB97M-V/def2-TZVPD) of an isolated ion of composition C4H8NOS and charge -1.

Summary:
highest occupied orbital energy: -2.74 eV
LUMO energy: 3.85 eV
gap between HOMO and LUMO: 6.60 eV

Geometry as ORCA input:
```
! RIJCOSX wB97M-V def2-TZVPD def2/J DEFGRID3
* xyz -1 1
C -0.6805 -1.7377 1.5037
N 0.0312 -0.9424 0.5139
C -0.7026 -0.3425 -0.4606
O -1.8933 -0.5374 -0.6564
C 0.0274 0.6990 -1.2953
C 1.0995 1.6714 -0.7547
S 2.3229 1.1624 0.5421
H -0.1983 -2.7015 1.6243
H -0.6739 -1.2563 2.4797
H -1.7459 -1.7080 1.2691
H 0.6609 -0.2674 0.9758
H 0.3299 0.2065 -2.2288
H -0.8127 1.2768 -1.6831
H 0.5425 2.4484 -0.2366
H 1.6931 2.0288 -1.5931
*
```


(2)
The following is a DFT calculation (wB97M-V/def2-TZVPD) of an isolated ion of composition C4H8NOS and charge -1.

Summary:
highest occupied orbital energy: -2.21 eV
LUMO energy: 3.24 eV
gap between HOMO and LUMO: 5.45 eV

Geometry as ORCA input:
```
! RIJCOSX wB97M-V def2-TZVPD def2/J DEFGRID3
* xyz -1 1
C -2.2216 0.0369 -0.2662
N -1.1033 0.5692 -1.0810
C 0.1865 0.6212 -0.6065
O 0.9349 1.4783 -1.0555
C 0.6371 -0.4443 0.4231
C 2.1634 -0.3973 0.6126
S 2.7828 -1.2522 2.1336
H -3.0078 -0.2049 -0.9771
H -2.5534 0.8746 0.3500
H -1.9018 -0.8387 0.2812
H -1.3294 1.2083 -1.8101
H 0.2405 -1.4186 0.1029
H 0.1681 -0.1031 1.3530
H 2.6617 -0.7841 -0.2751
H 2.3422 0.6547 0.8150
*
```


Which structure is the most stable? The one labeled (1).


(1)
The following is a DFT calculation (wB97M-V/def2-TZVPD) of a 2-piece molecular cluster, C9H9N3O2 overall.

Summary:
highest occupied orbital energy: -9.51 eV
LUMO energy: 0.16 eV
gap between HOMO and LUMO: 9.67 eV

Geometry as ORCA input:
```
! RIJCOSX wB97M-V def2-TZVPD def2/J DEFGRID3
* xyz 0 1
O 1.7882 -0.5175 3.5313
C 0.6752 -0.1203 3.1712
C -0.0249 1.1665 3.3471
C -1.1697 1.4057 2.7035
N -1.8499 0.5026 1.9137
C -1.3866 -0.7802 1.7311
O -1.7949 -1.6620 1.0131
N -0.1870 -1.0397 2.4952
H 0.2945 1.9061 4.1675
H -1.6214 2.3394 2.6657
H -2.6231 0.9461 1.2018
H 0.2362 -1.9272 2.2595
C -0.1540 0.0534 -3.5885
C -0.5621 -0.1970 -2.2883
C 0.5803 -0.5097 -1.2943
N 1.8668 -0.7790 -1.6043
C 2.1378 -0.3367 -2.9210
C 1.2488 0.0555 -3.8504
H -0.9058 0.4499 -4.2635
H -1.6190 -0.0931 -2.0354
H 0.1745 -0.6710 -0.2221
H 3.1869 -0.4244 -3.2079
H 1.7093 0.2325 -4.9251
*
```


(2)
The following is a DFT calculation (wB97M-V/def2-TZVPD) of C9H9N3O2 as an isolated structure.

Summary:
highest occupied orbital energy: -7.22 eV
LUMO energy: -0.48 eV
gap between HOMO and LUMO: 6.73 eV

Geometry as ORCA input:
```
! RIJCOSX wB97M-V def2-TZVPD def2/J DEFGRID3
* xyz 0 1
C -0.3093 1.3027 0.7746
C -0.7834 -0.0195 1.3021
C 0.2218 -0.8059 1.5571
C 1.7870 0.3862 0.1276
C -0.5412 -1.6634 -0.3009
C -1.7361 -0.8676 -0.4005
C -1.5756 0.3314 -1.0829
C -0.4022 0.8673 -1.3206
C 0.6944 0.0301 -1.4055
H 1.4103 2.2733 -0.2598
H -1.7896 -0.1710 1.8106
H 0.1296 -1.8113 2.1726
H 2.0476 -1.4930 0.9013
H -0.4583 -2.6105 0.1914
H -2.7813 -1.2191 -0.1373
H -2.4545 1.0236 -1.2280
H -0.3039 1.8572 -1.8358
H 1.7607 0.2120 -1.7285
N 0.9547 1.3308 0.0796
N 1.5735 -0.6538 1.1097
N 0.5848 -1.1100 -0.7697
O -0.8718 2.3687 0.9173
O 2.8429 0.4420 -0.4744
*
```


Which structure is the most stable? The one labeled (1).